Record 1
Entry from the Open Molecules 2025 dataset: C3H4LiO3Ru as an isolated structure in a non-equilibrium geometry (the ωB97M-V functional and the def2-TZVPD basis).

Properties
Kohn-Sham gap (spin up / spin down) = 11.66 / 7.39 eV
<S²> = 12.013
Total charge = +3
Spin multiplicity = 7
Relative energy (zero: lowest compared OMol25 entry of this formula, charge and spin) = 2.4 kJ/mol
DFT total energy = -12064.4328 eV

The geometry in XYZ format:
```
12
Properties=species:S:1:pos:R:3:forces:R:3
Ru -0.70387 0.08360 0.16549 0.15 0.69 1.77
O -2.08637 -1.03715 -3.02624 0.06 0.05 0.08
C 0.82158 0.99725 1.77807 0.67 0.77 -0.34
H 0.69661 -1.02461 2.44121 0.19 -0.07 0.10
H 1.89696 -0.69834 1.04788 0.18 0.03 0.26
O -2.17447 -0.87921 -0.83813 -0.28 -0.20 1.96
C -1.57771 -0.64322 -1.90814 -1.91 -1.45 -3.50
Li 0.84017 0.55303 -3.14175 0.67 0.28 -1.12
C 1.15353 -0.30995 1.75035 -0.49 -1.93 0.05
O -0.46910 -0.01898 -1.91592 1.31 0.82 0.40
H 1.47368 1.59476 1.11484 -0.69 0.64 0.43
H 0.12898 1.38282 2.53233 0.13 0.38 -0.08
```
Forces are in eV/Å.

***

Record 2
Entry from the Open Molecules 2025 dataset: C3H4LuO3 as an isolated structure in a non-equilibrium geometry (the ωB97M-V functional and the def2-TZVPD basis).

Properties
Kohn-Sham gap (spin up / spin down) = 6.39 / 6.34 eV
<S²> = 0.753
Spin multiplicity = 2
Relative energy (zero: lowest compared OMol25 entry of this formula, charge and spin) = 94.0 kJ/mol
DFT total energy = -42935.2636 eV

The geometry in XYZ format:
```
11
Properties=species:S:1:pos:R:3:forces:R:3
C -1.78143 0.87505 0.36105 0.20 -2.04 -0.37
H 1.67646 -1.72450 1.08804 -2.21 -0.61 -0.49
O -3.04690 0.63181 -0.00906 -0.39 0.48 0.58
O -1.07892 1.67149 -0.30760 1.08 1.36 0.47
Lu 0.84590 1.32476 1.09815 -1.63 -2.06 -1.18
H -3.43069 1.44094 -0.36893 0.14 -0.08 -0.39
C 1.99610 -1.05829 -0.85096 0.10 -0.55 0.54
O -1.29991 0.12420 1.24568 0.65 1.07 0.49
H 2.82968 -0.41024 -1.15873 -1.34 0.83 -0.88
C 1.42004 -0.91692 0.37669 2.74 1.75 0.60
H 1.86967 -1.95830 -1.47432 0.67 -0.15 0.62
```
Forces are in eV/Å.

***

Record 3
Entry from the Open Molecules 2025 dataset: C3H4MnO3 as an isolated structure in a non-equilibrium geometry (the ωB97M-V functional and the def2-TZVPD basis).

Properties
Kohn-Sham gap (spin up / spin down) = 10.66 / 7.25 eV
<S²> = 12.018
Total charge = +3
Spin multiplicity = 7
DFT total energy = -40597.1912 eV

The geometry in XYZ format:
```
11
Properties=species:S:1:pos:R:3:forces:R:3
H 1.00556 0.74181 -1.21104 0.95 -0.08 1.22
H -0.46367 -0.47380 -2.58578 -0.07 0.30 -0.43
H 0.66841 -1.59298 -1.81430 -0.05 0.00 -0.41
O 1.25160 0.19249 1.03187 0.18 0.79 0.40
O -0.59229 0.67383 0.13727 0.20 0.15 2.22
C -0.21262 -0.94780 -1.62743 0.68 -0.42 3.57
H -1.02270 -1.49617 -1.12037 -0.14 0.02 -0.80
C 0.26420 0.09030 -0.68540 -1.31 0.20 -6.21
Mn -0.67547 1.00217 4.20388 -0.51 0.23 2.27
O -0.34972 1.00856 2.37157 -0.37 1.26 0.32
C 0.12670 0.80158 1.29973 0.43 -2.44 -2.15
```
Forces are in eV/Å.

***

Record 4
Entry from the Open Molecules 2025 dataset: C3H4N2 as an isolated structure in a non-equilibrium geometry (the ωB97M-V functional and the def2-TZVPD basis).

Properties
Kohn-Sham gap = 10.59 eV
Relative energy (zero: lowest compared OMol25 entry of this formula, charge and spin) = 248.5 kJ/mol
DFT total energy = -6153.3248 eV

The geometry in XYZ format:
```
9
Properties=species:S:1:pos:R:3:forces:R:3
H 0.30838 -0.29324 1.54271 -0.40 1.05 0.04
C -1.27130 0.61595 -0.75680 2.15 -1.47 1.92
C -0.00754 -0.24287 -0.62609 0.22 0.26 -0.79
H -1.99397 0.89119 -1.43121 -1.60 0.31 -1.79
C 0.09236 0.45179 0.74536 1.51 0.78 -0.29
N -1.26331 0.96765 0.47136 -0.77 0.36 0.49
H 1.31224 -1.74099 -0.95370 -1.30 1.11 0.22
H 0.70639 1.44359 0.74989 -0.35 -2.26 0.30
N 0.45128 -1.22061 -1.27122 0.54 -0.12 -0.09
```
Forces are in eV/Å.